[1]
A 2-piece molecular cluster, C10H16O5 overall in a non-equilibrium geometry. Source: OMol25; level of theory: ωB97M-V with the def2-TZVPD basis set.

Each line ends with the Mulliken charge.
Positions of all 31 atoms, in Å:
1 H -1.336 -0.281 -4.236  0.315
2 H -0.515 -1.927 2.359  0.314
3 H 4.693 -1.048 1.848  0.422
4 H 3.617 1.068 2.615  0.394
5 H -2.085 -0.527 -1.958  0.226
6 H 3.299 0.686 0.900  0.261
7 C -4.360 -0.052 -3.402  0.630
8 O -3.793 0.557 -2.326  -0.351
9 C -2.207 0.303 -3.945  -0.448
10 O -3.416 -0.359 -4.333  -0.333
11 H -2.169 1.277 -4.442  0.300
12 H 3.571 -1.360 3.143  0.265
13 C -2.368 0.408 -2.451  0.581
14 O 0.558 0.892 -0.008  -0.449
15 O 0.699 -1.168 0.807  -0.392
16 H 1.371 1.530 2.562  0.440
17 C 0.875 0.181 0.832  0.010
18 C -1.633 1.565 -1.823  -1.468
19 H 1.183 -0.642 4.075  0.320
20 H -2.041 2.518 -2.167  0.400
21 H -0.572 1.525 -2.056  0.418
22 C 1.562 0.542 2.151  0.587
23 H -1.747 1.544 -0.742  0.262
24 H -0.147 -0.002 3.190  0.418
25 C 0.514 -1.670 2.134  -0.435
26 H 1.246 -2.460 2.277  0.333
27 C 0.841 -0.468 3.057  -0.978
28 C 3.094 0.400 1.934  -0.610
29 H 3.156 -1.724 1.417  0.245
30 C 3.632 -1.026 2.105  -1.148
31 O -5.520 -0.282 -3.517  -0.530

Forces on atoms 1 to 2 (eV/Å):
H -0.1 -0.1 -0.1
H 0.0 -0.6 -0.6

Results
total charge: 0
ΔE to the lowest compared entry with this formula, charge and spin: 0.00 kJ/mol
SMILES: C[C@@H]1COC(=O)O1.CC[C@@H]1CCOC1=O
strongest force on any atom: 4.950 eV/Å

[2]
One molecule with the formula C2H2I4 in a non-equilibrium geometry. Source: OMol25; level of theory: ωB97M-V with the def2-TZVPD basis set.

Each line ends with the Mulliken charge.
Positions of all 8 atoms, in Å:
1 I -1.564 2.386 -1.509  -0.274
2 H -1.358 -0.213 1.278  0.422
3 I -1.921 -2.199 -0.483  0.134
4 H 0.836 -0.832 -0.791  0.417
5 C 0.376 -0.327 0.051  -0.473
6 I 3.436 0.211 0.830  -0.211
7 I 1.018 1.670 0.144  0.426
8 C -0.824 -0.696 0.479  -0.441

Forces on atoms 1 to 2 (eV/Å):
I 0.6 -0.1 0.5
H -0.2 0.3 0.0

Results
total charge: 0
ΔE to the lowest compared entry with this formula, charge and spin: 114.50 kJ/mol
strongest force on any atom: 1.767 eV/Å

[3]
A 3-piece molecular cluster, C23H49Cl2N6O6P3 overall in a non-equilibrium geometry. Source: OMol25; level of theory: ωB97M-V with the def2-TZVPD basis set.

Each line ends with the Mulliken charge.
Positions of all 89 atoms, in Å:
1 N 6.622 1.943 5.042  0.064
2 P -7.325 -2.327 -3.405  0.827
3 H -9.713 -4.842 -2.165  0.407
4 H -8.748 -4.654 -5.267  0.271
5 H -10.635 -2.868 -1.845  0.405
6 H 10.170 2.616 2.821  0.300
7 H -8.224 1.201 -3.787  0.302
8 H 6.536 4.936 2.512  0.301
9 C 2.093 -1.125 -0.033  -0.294
10 H -10.022 -1.358 -2.439  0.293
11 N 8.012 3.574 3.213  0.204
12 C -3.182 -0.357 -0.378  -0.637
13 H 7.840 3.131 6.324  0.180
14 H -2.291 1.406 0.818  0.391
15 H -6.986 0.439 -2.821  0.152
16 C 8.504 4.412 4.292  -1.255
17 Cl 3.896 -3.581 1.219  -0.268
18 H -8.100 -4.402 -1.568  0.379
19 H -8.488 -0.906 -6.009  0.320
20 H 4.855 0.941 4.425  0.221
21 P 7.269 2.024 3.436  0.854
22 C -8.742 -4.431 -2.453  -1.101
23 P 3.867 -1.848 -0.020  0.475
24 N -8.191 -0.914 -3.911  0.211
25 C 8.803 -0.038 4.297  -1.091
26 H -5.763 -4.778 -5.612  0.392
27 H 2.083 2.438 1.146  0.348
28 H -1.329 -2.309 0.836  0.317
29 C 2.897 2.371 0.363  0.067
30 C 0.404 0.792 -0.157  0.622
31 N -8.892 -3.084 -3.057  -0.053
32 O 0.018 1.896 -0.559  -0.545
33 C 1.895 0.275 -0.137  0.388
34 H -8.779 -3.092 -6.085  0.177
35 C 0.907 -2.157 0.060  0.220
36 O 3.046 1.063 -0.255  -0.401
37 H 8.442 -0.604 3.433  0.394
38 H -8.320 -5.152 -3.152  0.259
39 H 3.616 4.124 -0.922  0.336
40 N -7.114 -3.356 -4.783  0.061
41 Cl -3.715 2.201 -1.425  -0.211
42 H -6.309 -5.156 -3.969  0.281
43 H 7.986 1.396 6.599  0.274
44 H -5.125 -3.881 -4.258  0.252
45 H 9.796 -0.407 4.564  0.402
46 C 9.933 1.572 3.022  -1.036
47 H -7.650 -4.284 -6.592  0.396
48 C -0.512 -1.609 0.463  -0.251
49 C -4.371 0.605 -0.818  -0.055
50 O -5.959 -1.651 -3.617  -0.781
51 H 5.030 1.073 6.157  0.392
52 H 10.859 1.134 3.402  0.408
53 N 8.835 1.418 4.014  -0.108
54 C -2.206 0.282 0.742  -0.877
55 H 8.166 -0.278 5.148  0.249
56 H 7.687 4.830 4.889  0.313
57 C 7.453 4.439 2.173  -0.970
58 H 3.872 2.636 0.904  0.028
59 C 2.706 3.432 -0.842  -0.957
60 C -9.057 -0.856 -5.075  -1.253
61 H -4.905 0.112 -1.704  -0.121
62 C -6.036 -4.341 -4.648  -1.030
63 H -2.581 -0.587 -1.326  0.323
64 H 9.679 1.092 2.072  0.365
65 O 1.035 -3.361 -0.203  -0.549
66 H -9.817 -1.638 -5.053  0.367
67 H 7.233 3.869 1.268  0.306
68 H 1.756 4.050 -0.732  0.245
69 C -8.122 -3.864 -5.698  -0.766
70 H -3.588 -1.374 -0.039  0.320
71 H -6.788 0.531 -4.589  0.296
72 O 5.929 2.480 2.839  -0.781
73 H -9.631 0.078 -5.087  0.438
74 C 5.591 0.918 5.232  -1.007
75 H 3.477 -1.751 -2.222  0.339
76 H 9.090 5.250 3.897  0.444
77 H 9.204 3.874 4.933  0.355
78 C 7.294 2.194 6.305  -0.769
79 C -0.726 -0.212 0.353  0.311
80 C -9.708 -2.332 -2.067  -1.026
81 H -2.449 -0.215 1.744  0.348
82 H 8.172 5.210 1.877  0.296
83 H 6.018 -0.091 5.257  0.286
84 H 2.676 2.880 -1.846  0.265
85 H 6.564 2.295 7.114  0.387
86 C -7.508 0.372 -3.777  -0.831
87 H -5.129 0.747 0.010  0.360
88 H -9.158 -2.178 -1.134  0.361
89 O 4.080 -2.306 -1.675  -0.523

Forces on atoms 1 to 2 (eV/Å):
N -0.6 -0.8 0.7
P -1.6 2.7 -8.4

Results
total charge: 0
E: -98775.216 eV
SMILES: CCOC1=C(P(O)Cl)C(=O)C=C(CCCCl)C1=O.CN(C)P(=O)(N(C)C)N(C)C.CN(C)P(=O)(N(C)C)N(C)C
strongest force on any atom: 8.995 eV/Å

[4]
C56H68GaI2NP as an isolated structure in a non-equilibrium geometry. Source: OMol25; level of theory: ωB97M-V with the def2-TZVPD basis set.

Each line ends with the Mulliken charge.
Positions of all 129 atoms, in Å:
1 H 5.402 2.323 1.777  0.127
2 H 2.628 1.406 -5.945  0.064
3 C 0.314 7.543 3.473  -0.373
4 C -4.746 -5.805 -1.450  -0.352
5 H 5.902 -2.465 -9.556  0.352
6 C 3.432 -4.583 -8.568  -0.392
7 H 1.799 2.948 0.411  0.508
8 H 0.059 -0.307 4.088  0.166
9 H 3.303 -2.162 -1.077  0.159
10 H -5.569 -0.889 -0.415  0.367
11 C 6.441 -3.394 1.864  -0.950
12 C 3.686 1.644 -6.007  0.222
13 H -4.251 2.829 1.293  0.383
14 H -2.713 3.202 -8.181  0.346
15 H -0.470 4.714 -4.841  0.382
16 H -8.155 -1.957 9.732  0.358
17 H -2.333 1.663 2.351  0.565
18 H -3.657 -2.057 0.652  0.341
19 H 2.281 -2.184 0.507  0.136
20 H 0.191 9.528 4.301  0.337
21 C 5.753 2.285 -4.934  -0.584
22 H -4.207 -2.215 4.351  0.557
23 C -3.066 -7.073 -0.264  -0.313
24 C 0.747 8.856 3.653  -0.417
25 H 3.645 1.281 2.783  -0.267
26 C 2.181 7.128 1.998  0.523
27 H -5.872 1.552 -0.085  0.370
28 C -6.389 -1.380 10.823  -0.342
29 H 7.467 2.472 -6.226  0.355
30 H 7.533 -3.062 1.601  0.287
31 H -2.390 -7.921 -0.212  0.347
32 C -3.126 -6.162 0.791  -0.538
33 H -5.197 -3.670 6.101  0.525
34 H -4.578 -1.481 7.398  0.372
35 C -4.121 1.759 1.153  -0.430
36 C -2.880 -0.271 1.573  -0.335
37 C -1.934 3.072 -7.434  -0.319
38 C -3.788 -0.987 0.793  -0.420
39 C -1.196 1.890 -7.394  -0.532
40 H -3.316 -0.891 9.452  0.368
41 C -4.377 -1.120 9.512  -0.501
42 H 3.096 -5.608 -8.705  0.341
43 C 5.697 1.910 -7.319  -0.366
44 H 0.372 0.797 -6.399  0.411
45 C -5.085 -1.453 8.358  -0.249
46 H 6.205 1.883 -8.280  0.374
47 Ga 2.956 0.663 1.458  -0.316
48 H 2.591 -1.733 -6.914  0.411
49 C -5.032 1.042 0.378  -0.417
50 C 1.894 9.308 2.999  -0.276
51 H 6.536 -4.306 2.622  0.282
52 H -0.154 0.148 0.975  -0.027
53 C -3.044 1.103 1.749  -0.573
54 C -5.286 -2.307 4.434  -0.659
55 C 5.009 -2.818 -9.045  -0.528
56 H -4.479 -0.812 11.642  0.346
57 H -3.827 -7.600 -2.210  0.342
58 H 0.829 2.600 -4.756  0.350
59 H -6.998 -2.010 7.537  0.345
60 C -6.116 -1.603 3.561  -0.021
61 H -0.584 7.193 3.977  0.354
62 H 4.820 2.741 -0.841  0.258
63 C 3.406 -2.135 0.113  -0.763
64 C -7.097 -1.720 9.670  -0.589
65 C 2.609 8.444 2.170  -0.527
66 C -3.875 -6.893 -1.386  -0.386
67 H 5.142 -4.808 -9.859  0.349
68 H -5.683 -0.961 2.798  0.251
69 C 4.337 1.612 -7.240  -0.586
70 H -8.148 -1.174 2.987  0.401
71 C 0.056 2.734 -5.509  -0.117
72 H 3.886 2.011 -3.894  -0.208
73 C 1.032 6.678 2.647  -0.500
74 C 4.108 3.194 0.002  -0.178
75 H 5.913 4.031 1.150  0.362
76 C -4.812 -4.900 -0.392  -0.410
77 C 3.147 -2.405 -7.563  -0.392
78 H -5.495 -4.056 -0.439  0.368
79 C 4.294 -1.954 -8.217  0.030
80 C 5.518 -2.152 2.500  -0.409
81 C 4.183 -0.752 0.521  0.645
82 H 1.816 -4.068 -7.239  0.361
83 H 6.511 -1.011 0.664  0.289
84 H 4.629 -0.929 -8.080  0.203
85 C -6.446 -1.752 8.437  -0.082
86 I 2.363 1.465 -1.891  0.022
87 N 0.228 0.463 3.388  -0.695
88 H 3.785 1.353 -8.140  0.515
89 C 6.406 2.244 -6.165  -0.439
90 P 0.816 -0.163 2.014  0.268
91 C -7.228 -3.250 5.519  -0.691
92 H -9.137 -2.650 4.719  0.369
93 H -5.374 -5.663 -2.326  0.350
94 H 3.502 8.797 1.659  0.360
95 H -2.245 5.012 -6.549  0.344
96 C -4.862 -0.330 0.194  -0.333
97 C 4.394 1.983 -4.854  0.168
98 I 3.584 5.244 -0.710  -0.094
99 H -6.897 -1.352 11.784  0.349
100 H -1.396 1.099 -8.114  0.342
101 C -5.030 -1.078 10.744  -0.389
102 H 0.857 -1.599 2.148  0.024
103 C -7.501 -1.724 3.666  -0.514
104 H 4.334 3.914 2.240  0.223
105 H -7.662 -3.890 6.282  0.432
106 H -4.047 -4.369 1.552  0.443
107 H -2.044 -0.783 2.043  0.442
108 H 6.115 -1.810 3.475  0.301
109 C -8.058 -2.551 4.642  -0.197
110 C 4.964 3.361 1.390  -0.805
111 C 5.561 -0.951 1.385  -0.453
112 C -5.843 -3.126 5.416  -0.424
113 H 4.508 -0.239 -0.507  0.108
114 C 4.581 -4.134 -9.218  -0.334
115 C -0.202 1.719 -6.431  -0.345
116 H 2.229 10.333 3.135  0.341
117 H 5.965 -3.846 0.882  0.228
118 C -3.999 -5.077 0.728  -0.183
119 H 3.955 -3.126 0.406  0.143
120 C -1.672 4.089 -6.516  -0.316
121 H 4.436 -2.515 2.761  0.205
122 H 2.742 6.454 1.357  -0.292
123 H 5.718 0.061 1.996  -0.013
124 C 2.714 -3.718 -7.743  -0.421
125 C 2.742 2.296 0.143  -0.616
126 H -2.491 -6.299 1.663  0.356
127 C -0.676 3.920 -5.555  -0.539
128 H 0.696 5.654 2.510  0.429
129 H 6.304 2.551 -4.035  0.385

Forces on atoms 1 to 2 (eV/Å):
H -1.3 2.2 -0.9
H 0.1 0.1 0.0

Results
total charge: -1
ΔE to the lowest compared entry with this formula, charge and spin: 399.69 kJ/mol
strongest force on any atom: 2.750 eV/Å